<1>
Here is C10H13NO5S in the gas phase from OMol25. Energies are from wB97M-V/def2-TZVPD.

Element x y z (Å)
C: 0.623 3.110 3.457
O: 1.112 3.409 2.154
C: 0.502 2.796 1.147
O: -0.499 2.140 1.252
C: 1.184 3.118 -0.176
N: 1.246 1.904 -0.959
S: 1.873 0.541 -0.176
O: 2.047 0.866 1.211
O: 3.019 0.110 -0.928
C: 0.573 -0.652 -0.390
C: -0.416 -0.797 0.567
C: -1.420 -1.718 0.365
C: -1.442 -2.503 -0.794
O: -2.471 -3.376 -0.893
C: -2.562 -4.198 -2.035
C: -0.436 -2.347 -1.747
C: 0.569 -1.419 -1.537
H: -0.465 3.199 3.484
H: 1.088 3.826 4.130
H: 0.910 2.091 3.722
H: 0.570 3.849 -0.712
H: 2.169 3.549 0.037
H: 1.701 2.028 -1.851
H: -0.391 -0.176 1.446
H: -2.207 -1.856 1.088
H: -2.669 -3.605 -2.948
H: -1.694 -4.857 -2.125
H: -3.457 -4.801 -1.890
H: -0.424 -2.941 -2.647
H: 1.367 -1.292 -2.250

Summary:
SMILES string = COC(=O)CNS(=O)(=O)c1ccc(OC)cc1
gap between HOMO and LUMO = 9.57 eV
E_HOMO = -8.9 eV
lowest unoccupied orbital energy = 0.682 eV

Here are the Löwdin charges for atoms 1 to 6, given in e: C -0.03; O -0.03; C -0.55; O 0.10; C -0.13; N -0.11

=====

<2>
Here is C10H13NO5S as an isolated structure from OMol25. Energies are from wB97M-V/def2-TZVPD.

Element x y z (Å)
C: -3.446 0.826 -4.311
H: -3.936 1.845 -3.945
O: -3.444 -0.099 -3.494
C: -2.685 0.070 -2.214
C: -2.756 -0.857 -1.174
C: -1.946 -1.010 -0.021
C: -1.198 0.004 0.312
C: -1.097 1.338 -0.746
C: -1.792 1.253 -1.912
H: -1.879 2.019 -2.579
H: -0.398 2.044 -0.611
S: -0.057 0.306 1.610
O: 0.032 1.719 2.057
O: -0.813 -0.613 2.571
N: 1.186 -0.458 1.142
H: 1.275 -1.636 1.599
C: 2.298 0.099 1.220
C: 2.981 0.329 2.573
H: 2.245 1.056 2.907
H: 3.960 0.833 2.413
H: 3.211 -0.445 3.053
C: 3.578 -0.853 0.321
O: 3.509 -1.943 0.134
O: 4.455 -0.085 -0.198
H: 5.191 -0.220 -0.804
H: 2.188 1.094 0.528
H: -2.068 -1.744 0.741
H: -3.196 -1.873 -1.701
H: -2.365 0.988 -4.617
H: -4.105 0.487 -5.065

Summary:
gap between HOMO and LUMO = 8.97 eV
E_HOMO = -8.8 eV
lowest unoccupied orbital energy = 0.137 eV

Here are the Löwdin charges for atoms 1 to 6, given in e: C -0.28; H 0.14; O -0.10; C -0.11; C -0.03; C -0.10

=====

Which of them is the most stable, and which is the least stable? <1> and <2>, in that order.

=====

<1>
Here is C21H23N3O2 in the gas phase from OMol25. Energies are from wB97M-V/def2-TZVPD.

Element x y z (Å)
O: -3.066 2.064 -0.275
C: -2.284 0.973 0.132
C: -1.658 1.251 1.527
O: -0.992 2.516 1.624
C: 0.131 2.717 0.892
C: 0.478 4.026 0.862
C: 1.620 4.440 0.167
C: 2.435 3.450 -0.471
C: 3.683 3.854 -1.129
C: 4.673 3.116 -1.694
C: 5.636 4.007 -2.242
N: 5.290 5.245 -2.011
N: 4.093 5.149 -1.383
C: 2.061 2.108 -0.442
C: 0.890 1.739 0.225
C: -3.160 -0.319 0.180
N: -2.379 -1.549 0.385
C: -2.190 -2.068 1.750
C: -2.446 -3.578 1.683
C: -1.536 -4.161 0.618
C: -1.164 -5.509 0.753
C: -0.323 -6.096 -0.184
C: 0.216 -5.363 -1.246
C: -0.163 -4.036 -1.406
C: -1.025 -3.435 -0.486
C: -1.314 -1.973 -0.568
H: -2.527 2.855 -0.121
H: -1.540 0.755 -0.645
H: -2.483 1.257 2.255
H: -1.021 0.406 1.806
H: -0.168 4.773 1.347
H: 1.845 5.460 0.090
H: 4.790 2.041 -1.677
H: 6.532 3.671 -2.807
H: 3.624 5.924 -1.006
H: 2.668 1.316 -0.915
H: 0.611 0.696 0.300
H: -3.629 -0.431 -0.784
H: -3.956 -0.194 0.913
H: -1.142 -1.870 2.073
H: -2.951 -1.599 2.408
H: -3.478 -3.813 1.444
H: -2.197 -4.048 2.644
H: -1.581 -6.112 1.560
H: -0.051 -7.123 -0.040
H: 0.889 -5.827 -1.931
H: 0.274 -3.489 -2.255
H: -1.632 -1.770 -1.591
H: -0.382 -1.447 -0.324

Summary:
SMILES string = O[C@@H](COc1ccc(-c2ccn[nH]2)cc1)CN1CCc2ccccc2C1
gap between HOMO and LUMO = 8.83 eV
E_HOMO = -8.2 eV
lowest unoccupied orbital energy = 0.604 eV

Here are the Löwdin charges for atoms 1 to 6, given in e: O -0.01; C -0.35; C -0.11; O -0.04; C -0.30; C -0.01

=====

<2>
Here is C21H23N3O2 in the gas phase from OMol25. Energies are from wB97M-V/def2-TZVPD.

Element x y z (Å)
C: -2.113 -1.804 -2.349
C: -1.488 -1.343 -3.661
C: -0.314 -2.225 -4.106
C: 0.834 -2.086 -3.124
O: 1.616 -1.159 -3.150
N: 0.914 -3.086 -2.213
C: 1.799 -3.005 -1.065
C: 1.033 -2.508 0.138
C: 0.711 -1.157 0.171
C: -0.067 -0.626 1.192
C: -0.433 0.799 1.204
N: -1.687 1.056 1.396
N: -2.136 2.305 1.387
C: -3.557 2.461 1.602
C: -1.377 3.435 1.155
O: -1.900 4.535 1.126
C: 0.052 3.170 0.979
C: 0.932 4.239 0.802
C: 2.282 4.007 0.679
C: 2.774 2.705 0.753
C: 1.920 1.640 0.925
C: 0.538 1.850 1.017
C: -0.539 -1.479 2.185
C: -0.211 -2.819 2.159
C: 0.572 -3.359 1.144
C: 0.897 -4.823 1.153
H: -2.972 -1.183 -2.106
H: -2.453 -2.836 -2.425
H: -1.404 -1.729 -1.527
H: -2.249 -1.353 -4.445
H: -1.131 -0.317 -3.553
H: -0.634 -3.266 -4.187
H: 0.035 -1.884 -5.081
H: 0.161 -3.754 -2.158
H: 2.580 -2.289 -1.335
H: 2.251 -3.983 -0.891
H: 1.049 -0.524 -0.637
H: -3.735 3.023 2.520
H: -3.994 3.017 0.772
H: -3.996 1.470 1.673
H: 0.519 5.236 0.773
H: 2.965 4.832 0.539
H: 3.837 2.531 0.678
H: 2.312 0.637 1.001
H: -1.156 -1.079 2.974
H: -0.577 -3.469 2.942
H: 0.420 -5.311 2.000
H: 1.972 -4.979 1.233
H: 0.552 -5.309 0.241

Summary:
SMILES string = CCCC(=O)NCc1cc(-c2nn(C)c(=O)c3ccccc23)ccc1C
gap between HOMO and LUMO = 8.69 eV
E_HOMO = -8.3 eV
lowest unoccupied orbital energy = 0.407 eV

Here are the Löwdin charges for atoms 1 to 6, given in e: C -0.10; C -0.24; C -0.12; C -0.52; O 0.06; N 0.08

=====

Which of them is the most stable, and which is the least stable? <2> and <1>, in that order.

=====

<1>
Here is C2H3O2P in the gas phase from OMol25. Energies are from wB97M-V/def2-TZVPD.

Element x y z (Å)
C: -0.392 -0.407 1.181
C: 0.858 -0.125 1.853
O: -0.629 -1.329 2.065
O: 1.889 -0.437 2.175
P: 0.490 -0.953 -0.675
H: -1.035 0.417 0.809
H: 0.136 -2.249 -0.307
H: -0.932 -0.858 -0.972

Summary:
gap between HOMO and LUMO = 8.21 eV
E_HOMO = -8.8 eV
lowest unoccupied orbital energy = -0.624 eV

Here are the Löwdin charges for atoms 1 to 6, given in e: C -0.65; C -0.16; O -0.12; O 0.24; P 0.82; H 0.10

=====

<2>
Here is C2H3O2P as an isolated structure from OMol25. Energies are from wB97M-V/def2-TZVPD.

Element x y z (Å)
C: 1.588 -0.328 0.585
C: -0.745 -0.017 0.124
O: 0.288 0.837 0.058
O: -0.702 -0.935 1.133
P: 0.795 -1.343 1.577
H: 2.602 -0.127 0.149
H: -1.584 0.688 0.366
H: -0.993 -0.664 -0.882

Summary:
gap between HOMO and LUMO = 9.20 eV
E_HOMO = -9.3 eV
lowest unoccupied orbital energy = -0.067 eV

Here are the Löwdin charges for atoms 1 to 6, given in e: C -0.23; C -0.51; O -0.14; O -0.41; P 0.93; H 0.05

=====

<3>
Here is C2H3O2P in the gas phase from OMol25. Energies are from wB97M-V/def2-TZVPD.

Element x y z (Å)
H: 2.588 1.035 -0.257
P: 2.443 -0.466 -0.149
C: 0.571 -0.712 0.103
O: -0.634 0.008 0.188
C: -2.110 -0.087 -0.009
O: -2.847 -0.993 -0.035
H: 0.385 -1.798 0.429
H: -2.211 0.975 -0.130

Summary:
SMILES string = [H]/P=C\OC=O
gap between HOMO and LUMO (alpha / beta) = 8.22 / 8.22 eV
E_HOMO (alpha / beta) = -8.7 / -8.7 eV
lowest unoccupied orbital energy (alpha / beta) = -0.515 / -0.516 eV

Here are the Löwdin charges for atoms 1 to 6, given in e: H -0.16; P 0.69; C -0.47; O -0.17; C -0.23; O 0.16

=====

Which of them is the most stable, and which is the least stable? <2> and <1>, in that order.

=====

<1>
Here is a 2-piece molecular cluster, C2H3ClN2O overall from OMol25. Energies are from wB97M-V/def2-TZVPD.

Element x y z (Å)
C: -0.657 0.945 -0.106
N: -1.791 0.182 0.283
C: -1.353 -1.032 0.134
O: -0.077 -1.075 -0.206
N: 0.390 0.170 -0.289
H: -0.569 2.034 -0.199
H: -2.084 -1.759 0.325
Cl: 3.981 -0.052 0.063
H: 2.825 -0.603 0.285

Summary:
SMILES string = c1ncon1.Cl
gap between HOMO and LUMO = 12.08 eV
E_HOMO = -11.3 eV
lowest unoccupied orbital energy = 0.804 eV

Here are the Löwdin charges for atoms 1 to 6, given in e: C -0.14; N 0.10; C -0.20; O -0.02; N 0.04; H 0.12

=====

<2>
Here is a 2-piece molecular cluster, C2H3ClN2O overall from OMol25. Energies are from wB97M-V/def2-TZVPD.

Element x y z (Å)
O: 0.645 0.160 1.068
N: 0.094 0.788 -0.095
C: 0.896 1.451 -0.746
Cl: 0.371 2.263 -2.159
H: -0.194 -0.165 1.350
H: 2.046 1.537 -0.449
C: -1.237 -1.959 0.321
N: -1.749 -1.813 1.352
H: -0.872 -2.261 -0.642

Summary:
SMILES string = O/N=C/Cl.C#N
gap between HOMO and LUMO = 11.19 eV
E_HOMO = -10.3 eV
lowest unoccupied orbital energy = 0.879 eV

Here are the Löwdin charges for atoms 1 to 6, given in e: O -0.07; N -0.09; C -0.69; Cl 0.63; H 0.00; H 0.14

=====

Which of them is the most stable, and which is the least stable? <1> and <2>, in that order.

=====

<1>
Here is an isolated ion of composition C9H13FN and charge +1 from OMol25. Energies are from wB97M-V/def2-TZVPD.

Element x y z (Å)
C: -1.482 0.881 1.293
N: -1.614 0.294 -0.081
C: -2.768 -0.542 0.077
C: -1.732 1.254 -1.208
C: -0.424 -0.512 -0.255
C: 0.534 -1.221 -0.467
C: 1.744 -1.918 -0.488
C: 2.971 -1.497 -0.124
C: 3.454 -0.312 0.413
C: 2.861 0.860 0.001
F: 3.349 1.994 0.527
H: -0.578 1.469 1.612
H: -2.354 1.499 1.280
H: -1.521 0.131 2.156
H: -3.528 -0.029 0.486
H: -3.139 -1.013 -0.823
H: -2.500 -1.287 0.775
H: -0.743 1.813 -1.226
H: -1.725 0.699 -2.158
H: -2.549 1.881 -1.194
H: 1.583 -3.009 -0.809
H: 3.659 -2.253 -0.141
H: 4.252 -0.345 1.118
H: 2.249 1.162 -0.764

Summary:
SMILES string = C[N+](C)(C)C#C/C=C\C=C\F
net charge = +1
gap between HOMO and LUMO = 8.70 eV
E_HOMO = -12.0 eV
lowest unoccupied orbital energy = -3.292 eV

Here are the Löwdin charges for atoms 1 to 6, given in e: C 0.01; N -0.35; C -0.01; C 0.05; C 0.01; C 0.02

=====

<2>
Here is an isolated ion of composition C9H13FN and charge +1 from OMol25. Energies are from wB97M-V/def2-TZVPD.

Element x y z (Å)
C: 1.982 -1.726 0.789
C: 1.900 -0.714 -0.356
C: 1.071 0.528 -0.025
C: 1.352 1.709 -0.974
C: -0.412 0.271 0.074
C: -1.246 1.294 0.531
N: -2.572 1.124 0.613
C: -3.188 -0.016 0.260
C: -2.410 -1.053 -0.217
F: -2.982 -2.178 -0.588
C: -1.032 -0.912 -0.310
H: 2.200 -1.214 1.721
H: 1.063 -2.288 0.945
H: 2.756 -2.452 0.576
H: 2.914 -0.359 -0.511
H: 1.582 -1.178 -1.289
H: 1.394 0.833 0.971
H: 0.611 1.802 -1.764
H: 1.391 2.642 -0.423
H: 2.316 1.564 -1.445
H: -0.841 2.247 0.829
H: -3.139 1.891 0.953
H: -4.258 -0.085 0.349
H: -0.452 -1.728 -0.707

Summary:
SMILES string = CC[C@@H](C)c1c[nH+]cc(F)c1
net charge = +1
gap between HOMO and LUMO = 9.83 eV
E_HOMO = -14.5 eV
lowest unoccupied orbital energy = -4.674 eV

Here are the Löwdin charges for atoms 1 to 6, given in e: C -0.08; C -0.23; C -0.33; C -0.03; C -0.12; C 0.04

=====

Which of them is the most stable, and which is the least stable? <2> and <1>, in that order.

=====

<1>
Here is C3H6N2S in the gas phase from OMol25. Energies are from wB97M-V/def2-TZVPD.

Element x y z (Å)
H: -1.637 1.750 0.091
N: -0.897 1.795 0.777
C: -0.222 0.726 0.905
N: 0.662 0.504 1.929
C: -0.416 -0.488 0.035
C: -0.861 -0.374 -1.377
S: 0.834 -1.019 -1.112
H: 1.285 -0.291 1.889
H: 1.024 1.331 2.381
H: -0.819 -1.317 0.635
H: -1.634 -1.074 -1.710
H: -0.931 0.628 -1.821

Summary:
SMILES string = [H]/N=C(/N)[C@H]1CS1
gap between HOMO and LUMO = 9.74 eV
E_HOMO = -9.0 eV
lowest unoccupied orbital energy = 0.755 eV

Here are the Löwdin charges for atoms 1 to 6, given in e: H 0.03; N 0.12; C -0.54; N 0.12; C -0.62; C -0.40

=====

<2>
Here is C3H6N2S as an isolated structure from OMol25. Energies are from wB97M-V/def2-TZVPD.

Element x y z (Å)
C: -0.788 -0.366 0.533
C: -0.231 1.106 0.599
C: 0.271 -0.849 -0.419
N: 0.390 0.177 -1.380
N: 0.920 1.006 -0.339
S: 1.900 -0.410 0.422
H: -0.668 -0.775 1.602
H: -1.805 -0.490 0.031
H: -1.011 1.912 0.066
H: 0.138 1.288 1.606
H: -0.209 -2.635 -0.705
H: 1.092 0.035 -2.017

Summary:
gap between HOMO and LUMO = 9.04 eV
E_HOMO = -9.2 eV
lowest unoccupied orbital energy = -0.132 eV

Here are the Löwdin charges for atoms 1 to 6, given in e: C -0.27; C -0.26; C -0.61; N -0.08; N -0.31; S 0.80

=====

Which of them is the most stable, and which is the least stable? <1> and <2>, in that order.